1.
# C30H46IrNO6PS2

A molecular structure, C30H46IrNO6PS2 (ωB97M-V/def2-TZVPD, the OMol25 dataset).

Computed properties:
HOMO-LUMO gap (spin up / spin down): 6.260 / 6.130 eV
Charge: 0
LUMO energy (spin up / spin down): -1.6 / -1.6 eV
Strongest force on any atom: 0.063 Eh/bohr
Spin multiplicity: 2

Each line ends with the Löwdin spin population.
Element x y z (Å)
Ir 0.8395 0.6879 0.6346  1.051
C -1.9620 -1.8998 3.4584  0.000
C -1.7400 -0.4745 3.0082  0.004
C -0.8637 0.3441 3.7307  -0.003
C -0.1722 -0.1775 4.9686  -0.001
C -0.6711 1.6768 3.3449  -0.014
C 0.1201 2.6236 4.2179  -0.002
C -1.3202 2.1865 2.2062  -0.004
C -1.1995 3.6540 1.8740  0.000
C -2.2125 1.3642 1.4902  0.006
C -3.0086 1.9405 0.3439  0.000
C -2.4266 0.0390 1.9004  0.007
C -3.4320 -0.8330 1.1833  0.001
H -1.0276 -2.4651 3.4223  0.000
H -2.6831 -2.4186 2.8358  0.000
H -2.3339 -1.9296 4.4844  0.000
H 0.8839 0.0984 4.9727  -0.001
H -0.2338 -1.2584 5.0411  0.000
H -0.6300 0.2397 5.8692  0.000
H 0.9836 3.0325 3.6882  -0.001
H 0.4797 2.1432 5.1220  0.000
H -0.5117 3.4611 4.5181  0.000
H -0.3222 4.1007 2.3328  0.000
H -2.0770 4.2030 2.2286  0.000
H -1.1070 3.8003 0.8027  0.000
H -2.6225 1.5852 -0.6168  0.000
H -2.9706 3.0253 0.3391  0.000
H -4.0578 1.6578 0.4159  0.000
H -2.9802 -1.7769 0.8804  0.001
H -3.8128 -0.3586 0.2853  0.000
H -4.2820 -1.0517 1.8352  0.000
O 2.7322 0.8899 -0.7941  -0.051
C 2.8869 1.6578 -1.7347  -0.004
C 1.9350 2.5828 -2.2846  0.004
C 2.2168 3.1550 -3.5228  -0.002
C 1.2967 3.9619 -4.1497  0.005
C 0.0569 4.2255 -3.5482  0.001
C -0.2319 3.6954 -2.3235  0.008
C 0.7004 2.8791 -1.6232  0.009
O 0.4119 2.4989 -0.4298  0.118
N 1.6036 4.5353 -5.4412  0.001
O 0.7354 5.1881 -5.9977  0.001
O 2.7145 4.3463 -5.9077  0.002
H 3.8566 1.6284 -2.2565  -0.002
H 3.1585 2.9479 -4.0154  0.000
H -0.6530 4.8541 -4.0660  0.000
H -1.1750 3.9008 -1.8336  0.000
C 2.2062 -1.9433 2.5299  0.000
C 3.1803 -0.8119 2.1515  -0.029
C 4.2146 -0.5952 3.2673  -0.003
C 3.8972 -1.2288 0.8444  -0.021
C 2.4420 0.4391 1.8793  -0.285
H 2.7377 -2.8949 2.5660  -0.001
H 1.4098 -2.0097 1.7846  0.007
H 1.7589 -1.7601 3.5059  0.000
H 4.7122 -1.5331 3.5149  0.000
H 3.7336 -0.2134 4.1710  0.000
H 4.9742 0.1226 2.9517  0.000
H 4.4633 -2.1390 1.0416  -0.003
H 4.5781 -0.4533 0.4947  0.000
H 3.1703 -1.4123 0.0531  0.000
H 2.9700 1.3483 2.1879  -0.009
C -0.9086 -4.2537 -0.5935  0.004
C 0.2577 -4.4813 -1.5413  0.000
C -0.1616 -5.2533 -2.7822  0.000
O 0.9495 -3.2648 -1.9277  0.003
P 0.4139 -1.8321 -2.3528  0.019
S 1.8400 -0.9772 -3.4015  0.011
S -0.3935 -0.9156 -0.6851  0.160
O -0.8587 -2.2285 -3.2395  0.008
C -1.9134 -1.3945 -3.7911  0.001
C -1.4868 0.0318 -4.0994  0.001
C -3.1242 -1.4378 -2.8705  0.002
H -1.3080 -5.2210 -0.2851  0.000
H -1.6991 -3.6910 -1.0920  0.002
H -0.5920 -3.7046 0.2922  0.001
H 1.0388 -5.0390 -1.0219  0.000
H -0.9507 -4.7196 -3.3078  0.000
H -0.5282 -6.2392 -2.4926  0.000
H 0.6863 -5.3753 -3.4555  0.000
H -2.1598 -1.9041 -4.7245  0.000
H -1.2082 0.5556 -3.1830  0.001
H -2.3229 0.5591 -4.5618  0.000
H -0.6382 0.0484 -4.7790  0.000
H -2.9012 -0.9339 -1.9311  0.001
H -3.4035 -2.4708 -2.6566  0.000
H -3.9680 -0.9398 -3.3505  0.000

Atoms 1-6, force components in eV/Å:
Ir 2.2 0.5 1.7
C 0.0 0.1 -0.1
C 0.0 0.1 0.1
C -0.1 -0.1 -0.1
C 0.0 0.0 -0.1
C 0.1 0.0 -0.1

=====

2.
# C3H7NO

A molecular structure, C3H7NO (ωB97M-V/def2-TZVPD, the OMol25 dataset).

Computed properties:
HOMO-LUMO gap: 7.938 eV
Charge: 0
LUMO energy: 0.5 eV
Strongest force on any atom: 0.120 Eh/bohr

Each line ends with the natural charge from an NBO analysis.
Element x y z (Å)
C 0.5364 0.0480 0.4737  -0.182
C -0.5208 -0.0202 -0.4716  -0.354
N 0.7733 1.7373 -0.3711  -1.046
C -0.7485 -1.7406 0.4086  0.366
O -1.6093 -1.9361 1.2090  -0.513
H 1.4009 1.8803 -1.1620  0.362
H 0.3318 2.5828 -0.0127  0.363
H -0.1872 -2.5676 -0.0882  0.097
H 0.3042 0.3184 1.4954  0.231
H 1.4688 -0.4565 0.2515  0.223
H -0.2895 -0.3117 -1.4888  0.222
H -1.4601 0.4660 -0.2438  0.231

Atoms 1-6, force components in eV/Å:
C 1.2 5.6 -2.3
C -1.3 -5.2 2.1
N 0.3 -0.8 0.8
C -1.8 0.9 -2.4
O 0.5 0.0 0.4
H 0.1 -0.1 0.7

=====

3.
# C12H21Br2CuN3

A molecular structure, C12H21Br2CuN3 (ωB97M-V/def2-TZVPD, the OMol25 dataset).

Computed properties:
HOMO-LUMO gap (spin up / spin down): 1.339 / 6.278 eV
Charge: -2
LUMO energy (spin up / spin down): 4.2 / 4.1 eV
Strongest force on any atom: 0.047 Eh/bohr
Spin multiplicity: 2

Each line ends with the Löwdin spin population.
Element x y z (Å)
Cu 23.0439 18.4963 -13.4582  0.016
Br 20.5477 18.2746 -11.8164  0.002
Br 25.0883 19.8546 -11.7524  0.002
C 26.3402 12.0614 -11.5705  0.029
C 25.8374 13.2578 -12.4158  0.021
C 25.1770 14.3428 -11.5473  0.006
C 24.5067 15.4293 -12.3629  0.006
N 24.0728 16.3435 -12.9293  0.001
H 26.9609 11.4332 -12.2094  0.008
H 25.5686 11.3261 -11.3425  0.005
H 26.9834 12.2495 -10.7108  0.004
H 25.1218 12.6958 -13.0158  0.006
H 26.7141 13.5260 -13.0053  0.006
H 25.8500 14.8549 -10.8596  0.001
H 24.4873 13.7783 -10.9197  0.002
C 20.1914 22.1660 -11.2204  0.000
C 21.3256 23.0742 -11.7872  0.000
C 22.4928 22.4555 -12.5472  0.002
C 22.1791 21.4526 -13.5565  0.004
N 21.9179 20.6134 -14.3109  0.002
H 20.5007 21.1904 -10.8453  0.000
H 19.5472 21.9380 -12.0696  0.000
H 19.6539 22.6518 -10.4060  0.000
H 21.7015 23.6092 -10.9151  0.000
H 20.8522 23.7677 -12.4823  0.000
H 23.1771 22.0493 -11.8023  0.000
H 22.9048 23.3035 -13.0941  0.001
C 25.2205 20.0892 -18.7789  0.110
C 24.3964 18.7954 -19.0814  0.220
C 23.0106 18.7188 -18.3081  0.156
C 23.2832 18.5124 -16.8603  0.029
N 23.5667 18.3125 -15.7697  0.013
H 26.0838 20.1644 -19.4401  0.043
H 25.6044 19.8849 -17.7794  0.003
H 24.5391 20.9400 -18.7827  0.024
H 24.9272 17.8522 -18.9520  0.048
H 24.1833 18.9369 -20.1410  0.115
H 22.4146 17.8561 -18.6058  0.069
H 22.3376 19.5454 -18.5360  0.047

Atoms 1-6, force components in eV/Å:
Cu 0.1 0.1 0.3
Br 0.5 0.0 -0.3
Br -0.3 -0.2 -0.3
C 0.5 -0.7 -0.3
C 0.7 -1.4 1.1
C -0.4 0.3 -1.2

=====

4.
# C7H23NO7

8 unconnected molecules or ions with the total composition C7H23NO7 (ωB97M-V/def2-TZVPD, the OMol25 dataset).

Computed properties:
HOMO-LUMO gap: 8.366 eV
Charge: 0
LUMO energy: 0.2 eV
Strongest force on any atom: 0.026 Eh/bohr

Each line ends with the natural charge from an NBO analysis.
Element x y z (Å)
C -1.9008 0.8720 2.7695  -0.420
N -0.5084 0.9118 3.1302  -0.599
C 0.4758 0.9296 2.1229  0.154
C 0.2583 0.4700 0.8281  -0.316
C 1.3322 0.3626 -0.0480  -0.189
C 2.6035 0.7365 0.3393  -0.243
C 2.7742 1.3892 1.5646  -0.180
C 1.7133 1.4996 2.4471  -0.256
H -2.4917 0.7059 3.6650  0.210
H -2.1669 0.0665 2.0823  0.195
H -2.2686 1.7216 2.1704  0.180
H -0.2801 1.6207 3.8102  0.375
H -0.7727 0.2249 0.6169  0.225
H 1.1360 -0.0552 -1.0260  0.216
H 3.4678 0.4132 -0.2244  0.216
H 3.7965 1.5834 1.8583  0.213
H 1.9055 2.0029 3.3879  0.206
H 0.4191 2.7121 -0.7821  0.484
H 1.2248 3.5863 -1.7822  0.474
O 1.2997 2.9603 -1.0570  -0.954
H -1.0634 -4.0287 0.5792  0.503
H -2.5765 -3.6557 0.4725  0.476
O -1.8519 -4.0847 0.0140  -0.976
H -1.7521 -1.8264 -2.0304  0.499
H -2.7797 -0.7622 -2.6289  0.474
O -2.1561 -0.9338 -1.9189  -0.990
H 1.0308 0.8359 -3.1180  0.483
H 2.3922 1.4719 -2.9727  0.469
O 1.8808 0.9101 -3.5619  -0.953
H -1.7764 1.9005 -3.1713  0.474
H -1.2798 0.5198 -2.5547  0.501
O -1.0205 1.4196 -2.8334  -0.998
H -1.3213 -3.5562 -1.8970  0.494
H -0.0889 -2.8252 -1.6968  0.477
O -0.6512 -3.0985 -2.4395  -0.935
H 1.0095 -2.1044 0.9928  0.497
H -0.2064 -2.2760 1.8495  0.480
O 0.1935 -2.6197 1.0424  -0.969

Atoms 1-6, force components in eV/Å:
C -0.7 0.0 -0.6
N 0.4 0.0 -0.6
C 0.1 1.0 0.5
C -0.2 0.3 0.8
C -0.5 -0.5 -0.1
C 0.1 -0.3 0.5

=====

5.
# C3HCsFO3

A molecular structure, C3HCsFO3 (ωB97M-V/def2-TZVPD, the OMol25 dataset).

Computed properties:
HOMO-LUMO gap (spin up / spin down): 7.488 / 5.436 eV
Charge: 0
LUMO energy (spin up / spin down): -0.6 / -2.6 eV
Strongest force on any atom: 0.027 Eh/bohr
Spin multiplicity: 2

Each line ends with the Löwdin spin population.
Element x y z (Å)
O 0.0056 2.5095 -2.8184  0.129
C -0.9802 2.8859 -1.9428  0.014
C 0.5541 1.3931 -2.3517  0.424
O -1.7146 3.7984 -2.0773  0.088
O -0.9820 1.9656 -0.9345  0.064
C -0.0948 0.9663 -1.1537  0.263
H 1.3679 0.9480 -2.9192  0.018
F 1.8590 -0.8277 2.2386  0.001
Cs 0.0994 -2.7828 1.2422  -0.001

Atoms 1-6, force components in eV/Å:
O 0.1 0.4 -0.9
C -0.4 0.3 0.2
C 0.2 -0.3 0.5
O 0.2 -0.1 0.0
O -0.1 0.0 0.2
C 0.2 -0.7 -0.1

=====

6.
# C8H12N2S

A single C8H12N2S molecule (ωB97M-V/def2-TZVPD, the OMol25 dataset).

Computed properties:
HOMO-LUMO gap: 8.260 eV
Charge: 0
LUMO energy: 0.8 eV
Strongest force on any atom: 0.076 Eh/bohr

Each line ends with the natural charge from an NBO analysis.
Element x y z (Å)
C -3.4362 -0.8037 -0.2553  -0.010
C -3.7554 0.4974 -0.1802  -0.458
C -1.1913 0.0403 -0.1759  0.315
C 0.9901 1.9069 0.8288  -0.509
C 1.1446 0.7936 0.0584  0.214
C 3.7461 0.7352 -0.1507  -0.597
C -1.5589 -2.3745 0.2531  -0.390
C 2.3828 0.3988 -0.7506  -0.436
N 0.0971 -0.1094 -0.1716  -0.579
N -2.0602 -1.0652 -0.2572  -0.395
S -2.2966 1.4401 -0.1578  0.317
H -4.0733 -1.6557 -0.1709  0.217
H -4.7004 0.8269 0.1118  0.244
H 0.1698 2.0596 1.4564  0.197
H 1.8844 2.5057 1.1696  0.196
H 4.2498 -0.1192 0.1535  0.207
H 3.7884 1.5172 0.5451  0.210
H 4.4567 1.0667 -1.0056  0.197
H -2.3045 -3.1429 0.2588  0.202
H -0.7519 -2.6769 -0.3067  0.221
H -1.3615 -2.1493 1.2949  0.205
H 2.2375 0.9152 -1.6531  0.216
H 2.3429 -0.6066 -0.8944  0.216

Atoms 1-6, force components in eV/Å:
C 1.4 0.5 0.5
C 1.6 -1.5 -0.2
C 0.1 -0.7 -0.1
C 3.1 -0.8 -0.2
C -1.0 1.0 0.4
C 0.9 1.1 -3.7

=====

7.
# C2H7N3O2

A single C2H7N3O2 molecule (ωB97M-V/def2-TZVPD, the OMol25 dataset).

Computed properties:
HOMO-LUMO gap: 10.000 eV
Charge: 0
LUMO energy: 0.8 eV
Strongest force on any atom: 0.083 Eh/bohr

Each line ends with the natural charge from an NBO analysis.
Element x y z (Å)
C 1.1248 1.1836 -0.3899  -0.455
N 0.3792 0.2155 -1.1763  -0.012
N -0.9310 -0.1777 -0.6907  -0.573
C -1.2573 -0.2697 0.6969  0.762
N -0.2969 -0.8798 1.4315  -0.847
O 0.9829 -1.0850 -1.0903  -0.627
O -2.2602 0.2484 1.1344  -0.615
H -0.0541 -1.4648 -1.3637  0.492
H -1.6792 0.2514 -1.2240  0.405
H 0.4892 -1.3015 0.9493  0.424
H -0.4806 -1.0220 2.4101  0.412
H 1.3020 0.8908 0.6480  0.192
H 2.0879 1.2784 -0.8874  0.224
H 0.5933 2.1325 -0.4480  0.218

Atoms 1-6, force components in eV/Å:
C 0.1 -0.2 0.1
N -1.3 -0.5 0.4
N -0.5 1.2 -0.3
C 0.7 1.0 0.0
N -0.1 -0.2 -0.2
O -2.7 -1.3 -1.4

=====

8.
# C4H8NO2

A molecular structure, C4H8NO2 (ωB97M-V/def2-TZVPD, the OMol25 dataset).

Computed properties:
HOMO-LUMO gap: 5.938 eV
Charge: -1
LUMO energy: 4.0 eV
Strongest force on any atom: 0.113 Eh/bohr

Each line ends with the natural charge from an NBO analysis.
Element x y z (Å)
C -2.5720 0.2189 -0.5408  -0.655
C -1.4177 -0.8705 -0.6229  -0.184
N -0.7040 -1.0573 0.5706  -0.813
C 0.1181 -0.0277 1.0709  -0.294
C 1.3130 0.5009 0.0959  0.586
O 2.1730 -0.5358 -0.2916  -0.621
O 1.3656 1.6971 -0.0757  -0.590
H -3.3444 -0.1082 0.1269  0.191
H -2.0796 1.1649 -0.2249  0.192
H -2.8753 0.4019 -1.5905  0.169
H -1.9371 -1.7928 -0.9243  0.157
H -0.7417 -0.5548 -1.4852  0.055
H 1.1667 -0.3803 -0.7838  0.486
H -0.4165 0.8848 1.4573  0.130
H 0.6220 -0.4744 1.9351  0.190

Atoms 1-6, force components in eV/Å:
C 2.2 0.4 -1.4
C -0.4 1.3 0.8
N 0.1 -1.3 0.4
C -0.8 -0.5 -0.5
C -1.0 2.5 5.2
O -3.0 2.4 -1.7